# 1
DFT (the ωB97M-V functional and the def2-TZVPD basis) results for an isolated ion of composition C4H12NO4 and charge +1 at a distorted geometry.

## Properties
HOMO level (eV): -15.3
Kohn-Sham gap (eV): 12.116
Net charge: +1
Energy relative to the best compared isomer or geometry (same formula, charge and spin) (eV): 0.977
Spin multiplicity: 1
LUMO (Eh): -0.116
Max |F| (eV Å⁻¹): 5.859
DFT total energy (hartree): -515.06030

Each line ends with the Mulliken charge.
Geometry (Å):
C 2.2109 1.0492 -0.2404  -1.204
C 1.4456 -0.0255 0.5346  -0.572
C 0.1339 -0.5229 -0.1524  0.163
C -1.1298 0.4412 -0.0899  0.655
N -0.5027 -1.7414 0.5762  -0.293
O 0.3569 -0.9668 -1.3827  -0.502
O -1.3446 0.5440 1.2835  -0.519
O -0.8755 1.6478 -0.6709  -0.440
O -2.2492 -0.2364 -0.6406  -0.600
H 2.0384 0.6981 -1.2125  0.395
H 3.3262 1.1004 0.1109  0.308
H 1.6885 1.9210 -0.1220  0.327
H 1.2269 0.3291 1.6020  0.322
H 2.1020 -0.8994 0.4670  0.378
H -0.0659 -2.6629 0.3194  0.373
H -1.4098 -1.6488 0.0074  0.415
H -0.7078 -1.7229 1.5565  0.318
H -0.3766 -0.8366 -1.9659  0.399
H -2.2336 0.8681 1.3607  0.342
H -0.8524 2.3098 -0.0811  0.341
H -2.7815 0.3549 -1.2597  0.396



# 2
DFT (the ωB97M-V functional and the def2-TZVPD basis) results for C4H10N4 as an isolated structure at a distorted geometry.

## Properties
HOMO level (eV): -8.4
Kohn-Sham gap (eV): 8.972
Net charge: 0
Energy relative to the best compared isomer or geometry (same formula, charge and spin) (eV): 2.897
Spin multiplicity: 1
LUMO (Eh): 0.020
Max |F| (eV Å⁻¹): 3.968
DFT total energy (hartree): -377.34036

Each line ends with the Mulliken charge.
Geometry (Å):
C 0.2390 -0.6575 2.0608  -0.550
N 1.2887 -1.4891 2.6328  -0.601
C 0.4845 -0.2351 0.6507  0.662
N 1.3115 -0.2588 -0.2215  -0.733
H 2.1718 -0.9912 2.6069  0.268
H 1.4143 -2.3210 2.0687  0.263
H 0.1140 0.2326 2.6834  0.298
H -0.7121 -1.2052 2.1059  0.288
C -0.5397 -0.0885 -2.4663  -1.181
C -0.2373 0.9483 -1.4281  0.705
N -0.9963 0.6462 -0.0784  -0.538
N 0.1266 2.1153 -1.7350  -0.671
H -1.8219 0.0549 -0.1583  0.292
H -1.2404 1.4943 0.4291  0.296
H 0.2242 2.7676 -0.9617  0.227
H -1.5223 0.1023 -2.9063  0.319
H 0.2167 -0.0258 -3.2447  0.340
H -0.5212 -1.0895 -2.0381  0.317



# 3
DFT (the ωB97M-V functional and the def2-TZVPD basis) results for a 4-piece molecular cluster, C13H33NO4 overall at a distorted geometry.

## Properties
HOMO level (eV): -8.2
Kohn-Sham gap (eV): 8.794
Net charge: 0
Energy relative to the best compared isomer or geometry (same formula, charge and spin) (eV): 0.991
Spin multiplicity: 1
LUMO (Eh): 0.022
Max |F| (eV Å⁻¹): 3.461
DFT total energy (hartree): -870.72808

Each line ends with the Mulliken charge.
Geometry (Å):
C -0.3643 1.6858 -0.3064  -1.293
C 0.8444 0.8701 -0.8516  1.238
C 2.0104 1.8414 -1.0017  -1.403
C 3.3590 1.2253 -1.2008  -0.527
C 3.6399 0.3239 -0.0287  -1.366
C 2.5513 -0.8187 0.1044  1.517
N 1.2011 -0.1662 0.1084  1.013
O 0.1771 -1.0588 0.2674  -0.545
C 2.5931 -1.7921 -1.0383  -1.818
C 2.8394 -1.4496 1.3931  -2.063
C 0.3322 0.3071 -2.2134  -1.838
H -0.7529 2.3462 -1.0275  0.555
H -0.0168 2.2573 0.6102  0.266
H -1.1555 0.9613 0.0041  -0.030
H 1.7304 2.4462 -1.8770  0.338
H 2.1032 2.4916 -0.1278  0.390
H 4.0906 2.0282 -1.1295  0.413
H 3.4188 0.8478 -2.2495  0.313
H 3.6568 0.7792 0.9671  0.400
H 4.6020 -0.1468 -0.1266  0.435
H 3.5183 -2.3493 -1.0435  0.445
H 1.7410 -2.4656 -0.8237  0.315
H 2.3980 -1.3770 -1.9696  0.401
H 3.8186 -1.8708 1.4447  0.427
H 2.5822 -0.8109 2.1849  0.446
H 2.0742 -2.2244 1.4534  0.453
H -0.1411 -0.6846 -2.2228  0.238
H 1.1267 0.1591 -2.9482  0.421
H -0.2638 1.0139 -2.7140  0.562
H 0.0223 -1.1010 1.1984  0.288
O -2.8463 -1.3802 0.3874  -0.742
H -2.0534 -0.7953 0.4158  0.463
H -2.5835 -2.1335 -0.2061  0.257
C -4.5871 -0.6727 -2.6900  -0.671
C -4.8100 0.7325 -2.0544  -0.119
O -4.8201 0.7592 -0.6159  -0.537
H -4.2336 -0.7856 -3.7721  0.294
H -5.4870 -1.2674 -2.7244  0.287
H -3.8735 -1.1896 -2.0494  0.029
H -5.7986 1.1587 -2.3084  0.264
H -4.0030 1.5121 -2.3763  0.151
H -4.1894 0.0744 -0.2001  0.321
C -0.2430 1.0149 3.4255  -0.773
C -0.4944 -0.3171 4.1735  -0.312
O -0.7461 -1.3057 3.1444  -0.444
H 0.5375 0.7557 2.6433  -0.055
H 0.0700 1.8664 4.0550  0.434
H -1.1204 1.2909 2.8895  0.280
H -1.4399 -0.1792 4.7670  0.345
H 0.3774 -0.4629 4.7992  0.267
H -1.3923 -1.9439 3.4606  0.271



Which of these has the highest DFT total energy? C4H10N4